ORCA calculation (wB97M-V/def2-TZVPD) on an isolated molecule of C2H5N.

SMILES string: C=NC
M: 43.069 g/mol
calculated total energy: -133.907659 Eh
multiplicity: 1
Kohn-Sham gap: 0.40428 hartree
charge: 0
E_HOMO: -0.3571 Eh
relative energy (zero: lowest compared OMol25 entry of this formula, charge and spin): 0.701 eV

Last column: Mulliken charge in e.
CARTESIAN COORDINATES (ANGSTROEM)
C 1.10867 -0.15445 0.57341  -0.222
N -0.00098 -0.66862 0.44011  -0.338
C -0.94485 0.08272 -0.38771  -0.578
H 1.88497 -0.60210 1.13040  0.271
H 1.49529 0.68188 -0.12654  0.126
H -1.69089 0.63899 0.20887  0.211
H -1.53292 -0.69836 -0.82836  0.193
H -0.31930 0.71994 -1.01017  0.337